Record 1
The following is a DFT calculation (the ωB97M-V functional and the def2-TZVPD basis) of a molecular structure, C30H28BCl5CoF5N2O at a distorted geometry.

LUMO energy (spin up / spin down): 0.09240 / 0.09298 hartree
spin multiplicity: 2
energy: -5552.9130 hartree
molecular weight: 774.567 g/mol
charge: -1
energy above the lowest of the compared OMol25 structures with the same formula, charge and spin: 44.6 kcal per mole

CARTESIAN COORDINATES (ANGSTROEM)
Co: 0.03 -0.08 -0.03
C: 3.17 0.26 -1.41
C: 3.93 -0.58 -0.38
C: 3.97 0.20 0.94
C: 3.35 -1.99 -0.24
C: 4.10 -2.91 0.75
C: 2.34 -4.75 1.16
C: 1.18 -5.02 0.54
C: 0.34 -4.04 -0.11
C: -1.09 -4.48 -0.34
C: -1.57 -4.68 -1.78
C: -2.01 -3.49 0.37
C: 0.85 -2.79 -0.31
N: 0.38 -1.77 -1.11
C: 0.36 -1.91 -2.45
C: 0.62 -3.10 -3.17
C: 0.56 -3.13 -4.54
C: 0.29 -2.00 -5.29
C: 0.11 -0.79 -4.63
C: 0.17 -0.77 -3.26
F: 0.12 0.43 -2.61
H: 3.66 1.23 -1.52
H: 2.15 0.43 -1.05
H: 3.14 -0.22 -2.38
H: 4.96 -0.73 -0.74
H: 2.98 0.60 1.15
H: 4.67 1.02 0.84
H: 4.26 -0.42 1.78
H: 4.75 -2.36 1.43
H: 2.97 -5.53 1.56
H: 0.86 -6.05 0.46
H: -1.19 -5.45 0.16
H: -1.65 -3.74 -2.30
H: -2.55 -5.15 -1.76
H: -0.90 -5.33 -2.33
H: -1.90 -2.51 -0.09
H: -1.74 -3.39 1.42
H: -3.05 -3.80 0.30
H: 0.88 -3.98 -2.61
H: 0.76 -4.07 -5.05
H: 0.24 -2.04 -6.36
H: -0.04 0.13 -5.16
Cl: 3.35 -2.74 -1.86
C: 2.02 -2.29 0.53
C: 1.34 -1.13 1.23
C: 1.27 -1.18 2.57
Cl: 0.33 0.00 3.44
C: 2.02 -2.10 3.41
Cl: 2.01 -1.87 5.12
C: 2.76 -3.08 2.87
Cl: 3.78 -4.09 3.82
C: 2.77 -3.34 1.40
Cl: 5.11 -4.19 0.08
O: -1.91 -0.41 1.14
C: -3.05 0.05 0.47
C: -2.75 1.23 -0.43
C: -3.74 2.09 -0.88
C: -3.38 3.16 -1.67
C: -2.04 3.36 -1.95
C: -1.12 2.46 -1.44
N: -1.47 1.39 -0.74
H: -1.66 0.28 1.79
H: -3.83 0.34 1.18
H: -3.43 -0.78 -0.14
H: -4.77 1.92 -0.60
H: -4.13 3.85 -2.05
H: -1.70 4.21 -2.53
H: -0.06 2.60 -1.60
F: 0.28 1.91 1.16
B: -0.56 2.85 1.85
F: 0.02 3.23 3.02
F: -1.77 2.22 2.09
F: -0.76 3.93 1.02

Results of the Löwdin charge analysis, in e, for atoms 1 through 6: 0.67 -0.08 -0.39 -0.04 -0.62 -0.60

=====

Record 2
The following is a DFT calculation (the ωB97M-V functional and the def2-TZVPD basis) of a molecular structure, C21H19N8O7PdS.

LUMO energy: 0.07559 hartree
spin multiplicity: 1
energy: -2302.6479 hartree
molecular weight: 633.919 g/mol
charge: -1
energy above the lowest of the compared OMol25 structures with the same formula, charge and spin: 8.4 kcal per mole

CARTESIAN COORDINATES (ANGSTROEM)
Pd: 0.42 0.22 0.99
O: 0.50 4.12 6.60
C: 1.14 3.05 6.56
O: 1.86 2.49 7.41
C: 1.03 2.34 5.22
C: -0.07 1.53 4.93
C: -0.16 0.90 3.72
N: 0.80 1.04 2.78
C: 1.86 1.83 3.01
C: 2.00 2.46 4.23
C: 2.93 2.01 1.91
O: 3.96 2.56 2.26
O: 2.67 1.54 0.75
H: -0.86 1.40 5.66
H: -1.00 0.28 3.44
H: 2.88 3.06 4.38
N: -2.78 -5.57 -3.97
C: -2.17 -4.39 -3.55
C: -1.06 -3.89 -4.24
C: -0.48 -2.69 -3.86
C: -1.00 -1.99 -2.79
C: -2.11 -2.47 -2.09
C: -2.68 -3.67 -2.47
S: -0.28 -0.47 -2.28
O: -1.35 0.49 -2.10
O: 0.77 -0.14 -3.21
N: 0.28 -0.78 -0.80
C: 1.29 -1.64 -0.53
N: 1.62 -1.52 0.79
C: 2.69 -2.18 1.21
C: 3.39 -3.02 0.36
C: 2.92 -3.13 -0.94
N: 1.88 -2.44 -1.41
H: -2.19 -6.20 -4.48
H: -3.31 -6.04 -3.26
H: -0.66 -4.44 -5.08
H: 0.39 -2.30 -4.36
H: -2.50 -1.91 -1.25
H: -3.54 -4.05 -1.94
H: 2.97 -2.03 2.24
H: 4.25 -3.57 0.71
H: 3.40 -3.79 -1.65
C: -1.46 3.93 -2.23
N: -1.51 3.22 -0.97
C: -2.73 2.62 -0.49
C: -2.22 1.60 0.52
O: -2.90 0.81 1.13
N: -0.85 1.73 0.58
C: -0.46 2.62 -0.36
N: 0.80 2.88 -0.61
H: -2.01 3.36 -2.98
H: -0.44 4.03 -2.58
H: -1.89 4.92 -2.13
H: -3.27 2.10 -1.28
H: -3.38 3.35 -0.01
H: 1.57 2.38 -0.07
H: 1.05 3.45 -1.39

Results of the Löwdin charge analysis, in e, for atoms 1 through 6: 1.03 -0.03 -0.74 -0.03 -0.09 0.00

=====

Record 3
The following is a DFT calculation (the ωB97M-V functional and the def2-TZVPD basis) of 4 unconnected molecules or ions with the total composition C3H13NO4S2 at a distorted geometry.

LUMO energy: 0.01032 hartree
spin multiplicity: 1
energy: -1274.1819 hartree
molecular weight: 191.274 g/mol
energy above the lowest of the compared OMol25 structures with the same formula, charge and spin: 1.0 kcal per mole
structure (SMILES): O=CNCCSS.O.O.O

CARTESIAN COORDINATES (ANGSTROEM)
S: -0.70 0.22 2.13
S: 0.84 -1.20 2.25
C: 1.65 -1.25 0.65
C: 1.61 -0.02 -0.23
N: 0.41 0.20 -1.01
C: 0.28 -0.22 -2.29
O: -0.84 -0.25 -2.79
H: 0.01 1.28 2.54
H: 2.73 -1.32 0.87
H: 1.52 -2.15 0.07
H: 2.44 -0.07 -0.96
H: 1.94 0.91 0.24
H: -0.40 0.24 -0.41
H: 1.20 -0.49 -2.80
H: -0.22 3.68 0.17
H: 0.89 3.67 -0.91
O: 0.38 3.12 -0.32
H: -1.59 2.28 -1.52
H: -2.33 0.98 -1.71
O: -2.45 1.88 -1.38
H: -1.56 -2.36 -1.75
H: -0.18 -2.84 -1.78
O: -0.76 -2.33 -1.21

Results of the Löwdin charge analysis, in e, for atoms 1 through 6: 0.37 0.47 -0.57 -0.29 0.01 -0.36

=====

Record 4
The following is a DFT calculation (the ωB97M-V functional and the def2-TZVPD basis) of a molecular structure, C41H33CuNOP2S2.

LUMO energy: -0.08405 hartree
spin multiplicity: 1
energy: -4831.5570 hartree
molecular weight: 745.349 g/mol
charge: +1
energy above the lowest of the compared OMol25 structures with the same formula, charge and spin: 28.5 kcal per mole

CARTESIAN COORDINATES (ANGSTROEM)
Cu: -0.01 -0.08 -1.53
O: -3.60 1.03 -2.40
S: -2.48 0.40 -1.64
C: -2.25 1.50 -0.23
C: -3.30 1.64 0.67
C: -3.33 2.73 1.52
C: -2.35 3.71 1.43
C: -1.30 3.57 0.53
C: -1.20 2.44 -0.27
P: 0.28 2.15 -1.33
C: 0.23 3.57 -2.45
C: 1.20 4.56 -2.46
C: 1.07 5.65 -3.30
C: -0.02 5.76 -4.15
C: -1.00 4.77 -4.15
C: -0.87 3.67 -3.31
C: 1.81 2.37 -0.36
C: 1.93 3.06 0.85
C: 3.17 3.19 1.46
C: 4.30 2.63 0.88
C: 4.19 1.94 -0.32
C: 2.95 1.80 -0.92
C: -3.12 -1.12 -0.94
C: -4.51 -1.20 -0.86
C: -5.11 -2.40 -0.50
C: -4.33 -3.52 -0.25
C: -2.95 -3.44 -0.36
C: -2.32 -2.24 -0.69
P: -0.49 -2.20 -0.88
C: -0.12 -3.46 -2.12
C: -0.03 -4.82 -1.82
C: 0.22 -5.74 -2.83
C: 0.40 -5.31 -4.14
C: 0.32 -3.96 -4.44
C: 0.07 -3.04 -3.44
C: 0.18 -2.88 0.67
C: 1.53 -3.21 0.68
C: 2.13 -3.70 1.83
C: 1.37 -3.86 2.99
C: 0.03 -3.52 2.98
C: -0.57 -3.03 1.83
H: -4.10 0.91 0.69
H: -4.15 2.84 2.22
H: -2.42 4.60 2.05
H: -0.56 4.35 0.44
H: 2.07 4.48 -1.81
H: 1.83 6.42 -3.31
H: -0.12 6.61 -4.80
H: -1.85 4.84 -4.81
H: -1.64 2.91 -3.31
H: 1.06 3.48 1.33
H: 3.25 3.72 2.40
H: 5.26 2.74 1.36
H: 5.07 1.50 -0.78
H: 2.87 1.25 -1.85
H: -5.10 -0.34 -1.14
H: -6.19 -2.46 -0.44
H: -4.79 -4.46 0.01
H: -2.35 -4.32 -0.19
H: -0.15 -5.16 -0.80
H: 0.29 -6.79 -2.59
H: 0.60 -6.03 -4.92
H: 0.47 -3.62 -5.46
H: 0.02 -1.98 -3.68
H: 2.13 -3.09 -0.22
H: 3.18 -3.97 1.82
H: 1.83 -4.25 3.89
H: -0.56 -3.64 3.88
H: -1.61 -2.74 1.85
S: 0.01 0.30 1.98
C: 1.12 0.24 3.24
N: 0.71 0.47 4.53
C: 1.52 0.47 5.62
C: 2.84 0.23 5.49
C: 3.34 -0.02 4.19
C: 2.51 -0.02 3.11
H: -0.28 0.66 4.63
H: 1.03 0.67 6.57
H: 3.48 0.23 6.36
H: 4.39 -0.22 4.06
H: 2.88 -0.22 2.11

Results of the Löwdin charge analysis, in e, for atoms 1 through 6: 0.08 -0.45 0.89 -0.39 -0.06 -0.05

=====

Record 5
The following is a DFT calculation (the ωB97M-V functional and the def2-TZVPD basis) of 3 unconnected molecules or ions with the total composition C2H10O2S.

LUMO energy: 0.02728 hartree
spin multiplicity: 1
energy: -630.8489 hartree
molecular weight: 98.167 g/mol
energy above the lowest of the compared OMol25 structures with the same formula, charge and spin: 5.1 kcal per mole
structure (SMILES): CSC.O.O

CARTESIAN COORDINATES (ANGSTROEM)
C: -0.56 1.48 -0.79
S: 0.37 0.03 -1.30
C: 2.01 0.65 -0.90
H: -0.21 1.83 0.18
H: -1.63 1.31 -0.65
H: -0.41 2.25 -1.54
H: 2.73 -0.13 -1.13
H: 2.30 1.52 -1.50
H: 2.04 0.97 0.14
H: 0.23 -1.82 0.65
H: -1.14 -2.18 1.02
O: -0.25 -2.22 1.39
H: -0.91 0.47 1.93
H: -1.37 -0.49 2.91
O: -1.73 0.16 2.29

Results of the Löwdin charge analysis, in e, for atoms 1 through 6: -0.42 0.75 -0.42 0.03 0.04 0.03

=====

Record 6
The following is a DFT calculation (the ωB97M-V functional and the def2-TZVPD basis) of 8 unconnected molecules or ions with the total composition C32H92BF4N7O9 at a distorted geometry.

LUMO energy: -0.33146 hartree
spin multiplicity: 1
energy: -2757.1766 hartree
molecular weight: 805.932 g/mol
charge: +6

CARTESIAN COORDINATES (ANGSTROEM)
C: 20.96 19.30 14.48
O: 22.07 19.87 13.75
C: 21.80 19.80 12.33
C: 22.73 20.88 11.69
N: 24.08 20.65 12.22
H: 24.02 20.68 13.24
H: 24.29 19.69 11.90
C: 25.08 21.64 11.76
C: 26.41 21.54 12.48
O: 26.12 21.44 13.85
C: 27.22 21.72 14.81
H: 20.06 19.85 14.26
H: 21.11 19.32 15.56
H: 20.84 18.31 14.04
H: 20.75 20.00 12.06
H: 22.01 18.81 11.84
H: 22.42 21.88 11.99
H: 22.77 20.79 10.61
H: 24.65 22.57 12.11
H: 25.14 21.61 10.68
H: 26.94 22.46 12.24
H: 27.05 20.75 12.11
H: 27.33 22.84 14.70
H: 28.24 21.30 14.59
H: 26.76 21.53 15.76
C: 13.13 8.46 8.54
O: 14.15 9.31 9.01
C: 13.72 10.36 9.87
C: 14.75 11.43 9.66
N: 14.51 12.03 8.26
H: 14.75 11.34 7.55
H: 13.52 12.25 8.15
C: 15.29 13.23 7.86
C: 14.67 13.85 6.64
O: 13.29 13.58 6.69
C: 12.42 14.57 6.14
H: 12.92 7.76 9.31
H: 13.55 7.99 7.68
H: 12.22 9.01 8.42
H: 13.66 10.05 10.93
H: 12.72 10.73 9.62
H: 15.71 10.97 9.52
H: 14.77 12.21 10.43
H: 16.33 12.96 7.71
H: 15.17 13.94 8.70
H: 15.12 13.42 5.74
H: 14.89 14.93 6.65
H: 11.68 14.82 6.93
H: 11.86 14.16 5.34
H: 12.97 15.49 5.84
C: 15.35 18.73 16.38
C: 14.77 19.04 14.97
C: 14.49 20.52 14.79
O: 14.16 20.71 13.44
C: 13.58 21.98 13.21
N: 15.74 18.68 13.80
H: 15.83 19.47 13.19
H: 16.67 18.34 14.10
H: 15.39 18.00 13.10
H: 16.20 19.43 16.53
H: 15.78 17.74 16.41
H: 14.59 18.98 17.09
H: 13.84 18.55 14.72
H: 15.40 21.06 15.04
H: 13.70 20.81 15.51
H: 13.54 22.13 12.13
H: 14.31 22.72 13.62
H: 12.58 22.01 13.68
C: 15.89 6.09 16.52
C: 16.03 6.93 17.78
C: 16.13 8.39 17.54
O: 14.91 8.71 16.82
C: 14.94 10.02 16.28
N: 14.81 6.77 18.71
H: 14.36 5.87 18.57
H: 15.04 6.94 19.68
H: 14.10 7.39 18.31
H: 16.79 6.31 15.99
H: 15.06 6.30 15.89
H: 15.97 5.01 16.79
H: 16.87 6.67 18.45
H: 17.02 8.63 16.96
H: 16.15 8.90 18.52
H: 14.00 10.16 15.73
H: 15.75 10.10 15.59
H: 15.07 10.80 17.02
C: 23.18 10.96 13.59
C: 24.18 12.04 13.70
C: 23.58 13.43 13.51
O: 24.44 14.32 14.13
C: 24.31 15.61 13.72
N: 25.02 11.96 14.95
H: 24.46 12.21 15.75
H: 25.33 10.97 15.06
H: 25.81 12.63 14.88
H: 23.68 10.01 13.35
H: 22.51 11.20 12.79
H: 22.58 10.84 14.52
H: 24.95 11.92 12.95
H: 22.55 13.54 13.86
H: 23.53 13.52 12.42
H: 24.23 15.79 12.64
H: 25.19 16.16 13.98
H: 23.48 16.12 14.18
C: 17.73 22.44 3.40
C: 18.89 21.57 3.86
C: 18.85 21.32 5.35
O: 19.10 19.95 5.62
C: 18.69 19.60 6.94
N: 18.71 20.28 3.14
H: 17.76 19.85 3.29
H: 18.87 20.46 2.12
H: 19.39 19.56 3.39
H: 16.77 21.97 3.63
H: 17.76 22.82 2.36
H: 17.64 23.34 4.02
H: 19.87 22.02 3.61
H: 17.88 21.63 5.69
H: 19.55 21.94 5.92
H: 17.66 19.30 6.83
H: 18.72 20.44 7.64
H: 19.37 18.82 7.26
C: 6.49 19.51 14.19
C: 7.28 19.24 12.86
C: 8.43 18.28 12.92
O: 8.80 18.15 11.56
C: 9.96 17.36 11.41
N: 6.27 18.70 11.78
H: 6.80 18.64 10.93
H: 5.96 17.76 12.04
H: 5.59 19.43 11.67
H: 6.06 18.67 14.67
H: 5.76 20.28 13.96
H: 7.26 19.97 14.85
H: 7.51 20.21 12.40
H: 8.17 17.28 13.30
H: 9.27 18.73 13.41
H: 10.87 17.78 11.86
H: 10.03 17.15 10.36
H: 9.77 16.36 11.83
B: 16.98 17.35 11.64
F: 17.73 18.45 12.08
F: 15.67 17.80 11.37
F: 17.60 16.85 10.55
F: 16.85 16.37 12.60

Results of the Löwdin charge analysis, in e, for atoms 1 through 6: -0.06 -0.20 -0.18 -0.10 0.03 0.16

=====

Record 7
The following is a DFT calculation (the ωB97M-V functional and the def2-TZVPD basis) of a single C5H8N2 molecule.

LUMO energy: 0.03500 hartree
spin multiplicity: 1
energy: -304.8256 hartree
molecular weight: 96.133 g/mol
energy above the lowest of the compared OMol25 structures with the same formula, charge and spin: 6.2 kcal per mole
structure (SMILES): CCn1ccnc1

CARTESIAN COORDINATES (ANGSTROEM)
C: -1.90 0.09 0.52
C: -1.04 -0.35 -0.69
N: 0.37 -0.09 -0.45
C: 1.23 -0.88 0.28
C: 2.33 -0.10 0.51
N: 2.17 1.14 -0.04
C: 0.98 1.11 -0.59
H: -2.71 0.77 0.22
H: -2.35 -0.76 1.03
H: -1.27 0.62 1.24
H: -1.32 0.19 -1.60
H: -1.17 -1.41 -0.89
H: 0.98 -1.90 0.54
H: 3.23 -0.37 1.04
H: 0.49 1.93 -1.11

Results of the Löwdin charge analysis, in e, for atoms 1 through 6: -0.07 -0.19 -0.13 -0.08 -0.16 0.05

=====

Record 8
The following is a DFT calculation (the ωB97M-V functional and the def2-TZVPD basis) of 2 unconnected molecules or ions with the total composition C3H4N2O5 at a distorted geometry.

LUMO energy: -0.04455 hartree
spin multiplicity: 1
energy: -602.1766 hartree
molecular weight: 148.074 g/mol
energy above the lowest of the compared OMol25 structures with the same formula, charge and spin: 132.5 kcal per mole

CARTESIAN COORDINATES (ANGSTROEM)
C: -0.89 0.90 -0.41
C: -3.23 0.84 1.36
C: -0.57 -0.56 -0.30
N: -3.84 0.05 0.73
N: -2.34 1.63 2.06
O: -4.54 -0.67 0.19
O: -1.96 1.28 -0.79
O: -1.26 1.09 2.23
O: -2.69 2.68 2.51
O: 0.09 1.69 -0.23
H: -1.18 -1.05 0.51
H: 0.43 -0.68 -0.05
H: -0.98 -1.23 -1.11
H: 0.73 1.21 0.24

Results of the Löwdin charge analysis, in e, for atoms 1 through 6: -0.67 0.06 0.02 -0.07 -0.36 0.14

=====

Record 9
The following is a DFT calculation (the ωB97M-V functional and the def2-TZVPD basis) of a single C3H5BN2O2 molecule at a distorted geometry.

LUMO energy (spin up / spin down): 0.01542 / 0.01542 hartree
spin multiplicity: 1
energy: -402.1512 hartree
molecular weight: 111.897 g/mol
energy above the lowest of the compared OMol25 structures with the same formula, charge and spin: 76.3 kcal per mole

CARTESIAN COORDINATES (ANGSTROEM)
B: 0.53 0.94 0.72
C: -1.31 -1.18 -0.37
C: -1.34 -0.63 0.96
C: 0.07 -0.25 -2.11
N: -0.44 -0.84 -1.27
N: -0.67 0.36 1.33
O: 0.67 2.28 0.77
O: 1.59 0.04 0.45
H: -2.00 -2.05 -0.79
H: -2.00 -1.03 1.78
H: 0.95 -0.22 -2.72
H: 1.49 2.65 0.41
H: 2.46 -0.08 0.85

Results of the Löwdin charge analysis, in e, for atoms 1 through 6: -0.78 -0.14 -0.19 0.14 -0.04 0.18